{
  "formula": "C5H13N3",
  "method": "ωB97M-V with the def2-TZVPD basis set",
  "species": ["C", "C", "C", "C", "C", "H", "H", "H", "H", "H", "H", "H", "H", "H", "H", "H", "H", "H", "N", "N", "N"],
  "coordinates": [[-1.66, -0.77, -0.60], [-0.22, -0.52, -0.99], [0.60, -0.08, -0.06], [0.06, 0.59, 1.24], [2.20, 0.24, -0.28], [-3.32, 0.21, -1.76], [-2.98, -1.86, -2.01], [-2.33, -0.16, 0.04], [-2.05, -1.68, -0.08], [-0.05, -0.78, -2.06], [0.94, 1.16, 1.43], [-0.57, 1.60, 1.14], [0.13, -0.07, 3.43], [-0.14, -1.70, 1.83], [2.77, -0.37, 0.36], [2.32, 0.17, -1.55], [1.55, 2.34, -0.54], [1.55, 1.72, 1.23], [-2.34, -0.92, -2.00], [-0.44, -0.47, 2.23], [2.26, 1.77, 0.16]],
  "de_lowest_kcal_mol": 278.1,
  "homo_ev": -8.668,
  "lumo_energy_ev": 0.30,
  "fmax_ev_per_a": 7.8,
  "homo_lumo_gap_ev": 8.970
}